{"formula": "C12H30InN2Na5O8P", "method": "wB97M-V/def2-TZVPD", "species": ["In", "Na", "Na", "Na", "Na", "Na", "P", "O", "O", "O", "O", "C", "O", "C", "C", "N", "C", "C", "O", "C", "H", "H", "H", "H", "H", "H", "H", "H", "H", "H", "H", "H", "H", "H", "H", "C", "O", "C", "C", "N", "C", "C", "O", "C", "H", "H", "H", "H", "H", "H", "H", "H", "H", "H", "H", "H", "H", "H", "H"], "xyz": [[4.87908, 5.06047, -1.99788], [6.20545, -0.50700, -0.37566], [2.42653, 4.08023, 3.50761], [0.39737, -1.79213, 1.60599], [3.57934, -0.47102, -3.76891], [-0.53357, 4.13921, -0.19345], [2.39379, 1.23930, -0.15018], [2.06155, 1.96764, -1.51346], [2.62693, -0.26866, -0.53259], [1.34034, 1.44957, 0.91557], [3.72499, 1.74929, 0.43280], [-2.88847, -1.08388, -8.54774], [-2.52463, -0.21179, -7.50496], [-1.08900, -0.16117, -7.53596], [-0.45141, 0.85460, -6.50132], [-0.62474, 0.49544, -5.07404], [-1.99854, 0.42786, -4.52067], [-2.85094, 1.73221, -4.47086], [-2.57347, 2.46901, -3.42046], [-3.44061, 3.54795, -3.15532], [-3.95911, -1.20382, -8.38209], [-2.57603, -2.11456, -8.37984], [-2.79352, -0.70549, -9.56553], [-0.77340, 0.25172, -8.49410], [-0.58174, -1.10989, -7.36069], [-1.03699, 1.76362, -6.63880], [0.56397, 1.03360, -6.85495], [-0.13355, 1.03462, -4.37539], [-1.80518, 0.29409, -3.45633], [-2.53210, -0.45150, -4.88140], [-3.87878, 1.38098, -4.37973], [-2.76939, 2.33772, -5.37353], [-3.73101, 4.09349, -4.05318], [-2.92496, 4.29661, -2.55389], [-4.38244, 3.20474, -2.72723], [-2.51289, -0.19972, 6.64923], [-1.51322, -0.77393, 7.42525], [-0.38022, -1.19076, 6.74331], [0.38168, -0.05300, 5.98260], [1.50156, -0.59216, 5.14339], [2.65122, -1.07222, 5.84997], [2.72776, -2.65544, 5.95643], [2.79748, -3.09951, 4.66251], [2.99256, -4.51789, 4.47657], [-2.75962, -0.87967, 5.83383], [-2.18500, 0.77074, 6.27664], [-3.38990, -0.00144, 7.26539], [-0.65673, -1.93545, 5.99693], [0.21325, -1.62682, 7.54689], [0.69711, 0.82064, 6.55301], [-0.28772, 0.41350, 5.25984], [1.60972, -0.17140, 4.23160], [2.51094, -0.68852, 6.86050], [3.55512, -0.63187, 5.42905], [1.97801, -3.18486, 6.54439], [3.64455, -2.91082, 6.48782], [2.91773, -4.70968, 3.40619], [2.17367, -5.06691, 4.94144], [3.98718, -4.86584, 4.75541]], "atomic_forces_ev_per_a": [[0.146, 0.168, -0.105], [-0.167, 0.048, 0.519], [0.178, -0.190, 0.203], [0.247, 0.138, -0.063], [-0.516, -0.053, 0.142], [-0.100, -0.527, -0.258], [0.495, -0.652, -0.900], [0.525, -0.244, 1.047], [-0.197, 0.544, -0.152], [-1.176, 0.173, 0.304], [0.750, 0.525, -0.656], [-2.866, -0.951, 0.325], [2.728, 0.244, 0.298], [0.164, 1.330, 1.132], [-1.714, -0.777, 0.082], [-1.148, 0.587, -0.647], [1.181, -0.158, 0.669], [-1.626, -2.000, -3.157], [2.307, 2.089, 3.655], [-0.645, 0.365, -0.589], [-0.248, 0.163, -0.345], [0.900, 0.090, -0.285], [0.684, 0.082, 0.130], [0.085, -0.153, -0.217], [-0.429, -0.473, -0.180], [-0.039, 0.508, -0.202], [0.132, -0.078, 0.659], [0.872, 0.175, -0.414], [-0.156, -0.458, 0.178], [-0.153, 0.403, -0.461], [-0.359, -0.267, -0.447], [0.036, -0.239, -0.594], [0.168, -0.104, -0.378], [-0.025, -0.283, 0.363], [0.084, -0.013, 0.404], [-0.447, 0.210, -0.122], [0.414, 0.347, 0.612], [0.005, 0.295, 0.582], [0.465, -0.228, -2.116], [-1.495, 0.622, 0.915], [-0.616, -0.937, 0.878], [1.167, 0.936, 0.579], [-0.056, -0.892, -1.972], [-0.345, 0.439, -0.435], [-0.267, 0.079, -0.300], [-0.030, 0.192, -0.310], [0.124, -0.293, 0.049], [0.144, -0.245, -0.201], [0.385, -0.132, -0.399], [0.337, -0.427, 0.888], [-0.383, -0.271, -0.099], [0.115, -0.099, 0.225], [0.460, -0.093, 0.278], [0.182, -0.492, -0.044], [-0.781, 0.569, -0.048], [0.410, 0.247, 0.158], [-0.059, 0.191, -0.065], [0.257, -0.148, 0.349], [-0.100, 0.116, 0.538]], "energy_ev": -68780.2586, "spin_multiplicity": 1, "total_charge": 5, "e_above_lowest_ev": 4.037, "e_homo_ev": -18.24, "homo_lumo_gap_ev": 1.6853, "max_force_ev_per_a": 4.800}



{"formula": "C15H31ClO4P2Sn", "method": "wB97M-V/def2-TZVPD", "species": ["P", "P", "C", "C", "H", "H", "H", "H", "C", "H", "H", "H", "C", "H", "H", "H", "C", "H", "H", "H", "C", "H", "H", "H", "Sn", "C", "C", "C", "C", "C", "C", "C", "C", "C", "H", "H", "H", "H", "H", "H", "H", "H", "H", "H", "H", "H", "H", "H", "H", "O", "Cl", "O", "O", "O"], "xyz": [[0.20585, -1.59003, 1.55884], [-0.09634, 1.71048, 1.67874], [-0.17471, -0.59878, 0.05593], [0.36687, 0.82721, 0.11968], [-1.27009, -0.59584, -0.05353], [0.23886, -1.15023, -0.80539], [1.46574, 0.83121, 0.07289], [-0.00102, 1.44046, -0.71986], [-1.74285, 2.34500, 1.42263], [-2.01109, 2.98971, 2.27074], [-2.49331, 1.54973, 1.34295], [-1.74076, 2.94257, 0.49836], [0.99179, 3.08146, 1.84455], [0.94670, 3.67482, 0.91987], [2.02382, 2.75889, 2.02474], [0.66549, 3.69969, 2.68970], [-0.88454, -2.96891, 1.56904], [-0.64567, -3.69031, 2.36264], [-0.75748, -3.45054, 0.58894], [-1.92935, -2.65133, 1.66658], [1.86525, -2.20057, 1.36395], [2.61736, -1.40243, 1.39415], [1.92334, -2.72114, 0.39497], [2.08620, -2.91404, 2.17010], [-0.00874, 0.01990, 3.33223], [0.57425, 1.75543, -3.91746], [-0.74053, 1.79792, -3.66674], [-1.85965, 0.98687, -4.25000], [-1.47624, -0.33707, -4.95319], [-0.76152, -1.30033, -4.04937], [0.54228, -1.36138, -3.75009], [1.68210, -0.51405, -4.23203], [1.32526, 0.85582, -4.85682], [0.00685, -1.59062, 4.87169], [1.20672, 2.45571, -3.35207], [-1.07715, 2.54739, -2.94002], [-2.43961, 1.60708, -4.95350], [-2.55788, 0.75099, -3.42923], [-2.41781, -0.80888, -5.29037], [-0.90394, -0.12437, -5.86220], [-1.41521, -2.03663, -3.55876], [0.85045, -2.15958, -3.06364], [2.28988, -1.08531, -4.95348], [2.34796, -0.33654, -3.37037], [2.27889, 1.34848, -5.12272], [0.78986, 0.70725, -5.80034], [0.75372, -1.32569, 5.66655], [0.38370, -2.49586, 4.50885], [-0.99639, -1.66151, 5.25999], [-0.68327, -1.16307, 7.58884], [-0.00159, 0.02652, 7.33891], [-0.72573, 1.24686, 7.47706], [1.38600, 0.04392, 7.51730], [-0.00272, 0.23368, 5.37979]], "atomic_forces_ev_per_a": [[0.100, 2.491, 0.149], [-0.113, -2.199, 0.128], [-0.127, -0.778, -0.397], [0.150, 0.449, 0.173], [0.297, -0.009, 0.025], [-0.147, 0.386, -0.021], [-0.270, 0.009, 0.023], [0.077, -0.291, 0.087], [-0.612, 1.121, -0.660], [0.012, -0.162, -0.191], [0.455, 0.089, 0.085], [-0.283, 0.116, 0.177], [0.545, 1.361, -0.321], [0.106, 0.150, 0.246], [-0.369, -0.069, -0.048], [0.102, -0.083, -0.172], [-0.570, -1.336, -0.760], [-0.017, 0.311, -0.202], [-0.216, -0.345, 0.200], [0.355, 0.052, 0.076], [0.735, -1.089, -0.815], [-0.456, -0.109, 0.051], [0.326, -0.135, 0.214], [-0.023, 0.192, -0.182], [-0.036, -0.607, -0.250], [-0.317, 0.321, 0.390], [0.450, 0.282, 0.055], [-0.204, -0.325, -0.062], [-0.392, 0.242, -0.260], [0.300, -0.354, 0.385], [-0.468, -0.298, 0.005], [0.216, 0.326, -0.033], [0.409, -0.221, -0.254], [0.955, -0.221, 2.020], [-0.293, -0.262, -0.192], [0.139, -0.198, -0.195], [0.159, -0.098, 0.165], [0.148, 0.048, -0.198], [0.400, 0.180, 0.109], [-0.179, -0.113, 0.229], [0.310, 0.280, -0.160], [-0.133, 0.214, -0.197], [-0.166, 0.091, 0.168], [-0.138, -0.031, -0.204], [-0.403, -0.186, 0.078], [0.167, 0.097, 0.245], [-0.487, -1.771, -0.990], [0.352, -1.820, -1.874], [-0.014, -0.355, -0.047], [-0.739, -1.502, 1.738], [-1.020, 4.149, -8.069], [-0.183, 0.172, 3.044], [1.583, -0.257, 2.315], [-0.471, 2.094, 4.174]], "energy_ev": -61162.2624, "spin_multiplicity": 1, "e_above_lowest_ev": 3.022, "e_homo_ev": [-5.25, -5.25], "homo_lumo_gap_ev": [5.4851, 5.4744], "max_force_ev_per_a": 9.131}



{"formula": "C32H78N4O3Si2", "method": "wB97M-V/def2-TZVPD", "species": ["C", "C", "C", "C", "Si", "O", "Si", "C", "C", "N", "C", "C", "C", "C", "O", "C", "O", "C", "C", "C", "H", "H", "H", "H", "H", "H", "H", "H", "H", "H", "H", "H", "H", "H", "H", "H", "H", "H", "H", "H", "H", "H", "H", "H", "H", "H", "H", "H", "H", "H", "H", "H", "H", "C", "C", "N", "C", "C", "C", "C", "H", "H", "H", "H", "H", "H", "H", "H", "H", "H", "H", "H", "H", "H", "H", "C", "C", "N", "C", "C", "C", "C", "H", "H", "H", "H", "H", "H", "H", "H", "H", "H", "H", "H", "H", "H", "H", "C", "C", "N", "C", "C", "C", "C", "H", "H", "H", "H", "H", "H", "H", "H", "H", "H", "H", "H", "H", "H", "H"], "xyz": [[-3.26904, 2.59396, 1.85540], [-3.29475, 1.09898, 1.56335], [-2.80062, 0.80208, 0.13629], [-1.41543, 1.35295, -0.17033], [-0.06472, 0.70640, 0.94880], [1.45129, 1.05341, 0.28831], [2.72075, 0.66155, 1.31295], [3.64796, 2.18560, 1.89767], [2.84381, 3.09032, 2.88425], [3.42993, 3.03363, 4.23224], [4.31045, 4.17094, 4.54261], [5.62530, 3.68051, 5.18467], [2.51691, 2.77742, 5.25677], [1.70925, 1.50016, 5.14901], [2.38222, 3.47478, 6.21693], [3.86178, -0.62147, 0.51585], [4.94768, -1.00335, 1.35592], [4.61369, -2.01875, 2.27575], [4.49496, -1.48347, 3.70319], [3.52534, -2.32265, 4.54055], [-3.79140, 2.78198, 2.78501], [-2.27426, 3.01542, 1.90465], [-3.87075, 3.08222, 1.09720], [-4.33554, 0.79617, 1.61715], [-2.77455, 0.49804, 2.30670], [-2.86031, -0.27113, -0.02457], [-3.53065, 1.24703, -0.53588], [-1.16165, 1.05685, -1.18607], [-1.40495, 2.43376, -0.09901], [-0.11424, 1.41735, 2.24834], [-0.11613, -0.75164, 1.17501], [2.13702, 0.02650, 2.52048], [3.86369, 2.75854, 0.99529], [4.60648, 1.89697, 2.31584], [1.81183, 2.76559, 2.87526], [2.85682, 4.09300, 2.47308], [4.57538, 4.61022, 3.59077], [3.82033, 4.95135, 5.11231], [5.54956, 2.61349, 5.34186], [6.43438, 3.81539, 4.47845], [5.87795, 4.22181, 6.08627], [1.36852, 1.25715, 6.14580], [2.30771, 0.69788, 4.74199], [0.82436, 1.67020, 4.55153], [4.30412, -0.16928, -0.37042], [3.29855, -1.47744, 0.14577], [5.38172, -2.78670, 2.29139], [3.68529, -2.53382, 2.02868], [4.13077, -0.45993, 3.72693], [5.47458, -1.47475, 4.16156], [4.01155, -3.23410, 4.86583], [3.28090, -1.74833, 5.42725], [2.60231, -2.51188, 4.00722], [-6.32480, 5.53048, -4.94996], [-5.04552, 5.19109, -4.20050], [-5.27438, 4.51624, -2.93718], [-4.08281, 4.42320, -2.11247], [-2.91121, 3.57848, -2.62696], [-6.08883, 3.31456, -2.99949], [-5.60898, 2.16075, -3.89145], [-6.98995, 6.13790, -4.33454], [-6.08411, 6.09883, -5.84934], [-6.86613, 4.63830, -5.26743], [-4.52197, 6.12832, -3.99289], [-4.38965, 4.61378, -4.87163], [-4.37260, 4.05955, -1.12194], [-3.71720, 5.44133, -1.94397], [-3.10653, 2.51172, -2.52416], [-2.01788, 3.79521, -2.03776], [-2.67090, 3.79011, -3.66921], [-7.09102, 3.60190, -3.32702], [-6.23381, 2.94109, -1.98203], [-5.23614, 2.50900, -4.85558], [-6.44068, 1.48113, -4.09032], [-4.82693, 1.57217, -3.41269], [-7.45011, -1.46278, -2.36641], [-6.17517, -1.81523, -1.61580], [-6.41028, -2.49785, -0.35728], [-5.21886, -2.59867, 0.46642], [-4.05086, -3.44553, -0.05545], [-7.23160, -3.69379, -0.42995], [-6.75700, -4.84126, -1.33223], [-8.11357, -0.85556, -1.74858], [-7.20287, -0.88948, -3.26116], [-7.99583, -2.34933, -2.69185], [-5.64644, -0.88148, -1.40014], [-5.52076, -2.39129, -2.28947], [-5.50110, -2.96527, 1.45739], [-4.84489, -1.58356, 0.63916], [-4.24454, -4.51235, 0.04487], [-3.15337, -3.23106, 0.52998], [-3.81713, -3.23188, -1.09903], [-8.23184, -3.39783, -0.75593], [-7.37952, -4.07477, 0.58368], [-6.38177, -4.48549, -2.29273], [-7.59143, -5.51487, -1.53831], [-5.97880, -5.43768, -0.85877], [8.48970, -5.34512, -2.55934], [7.02152, -4.95884, -2.46616], [6.72100, -4.08468, -1.34890], [5.29791, -3.92438, -1.11179], [4.46136, -3.22626, -2.18738], [7.50931, -2.86625, -1.26600], [7.46071, -1.89334, -2.45214], [8.83071, -5.81430, -1.63531], [8.63135, -6.05841, -3.37252], [9.12959, -4.48682, -2.76790], [6.44217, -5.87797, -2.34157], [6.71162, -4.52766, -3.43169], [5.15969, -3.39691, -0.16347], [4.87596, -4.92161, -0.94579], [4.62399, -2.14923, -2.17931], [3.39876, -3.38941, -1.99064], [4.66355, -3.60098, -3.19122], [8.55242, -3.14852, -1.10174], [7.22619, -2.33150, -0.35534], [7.51411, -2.40692, -3.41327], [8.31099, -1.20997, -2.40078], [6.56096, -1.27992, -2.43949]], "atomic_forces_ev_per_a": [[-0.473, -0.531, 0.299], [-0.041, 0.217, -0.599], [-0.415, 0.074, 0.759], [0.294, -0.799, 0.099], [0.360, 0.517, -0.454], [-0.168, -0.337, 0.805], [0.343, -0.005, 0.163], [-0.575, 0.121, -0.483], [0.906, -1.294, -0.694], [-0.779, 1.152, 0.206], [0.899, -0.341, -0.545], [-0.414, 0.291, -0.397], [-0.411, -1.168, -0.752], [0.151, 0.350, 0.081], [0.306, 0.954, 1.284], [-0.010, 0.665, -0.238], [-0.049, -0.334, -0.341], [-0.059, 0.185, 0.975], [-0.560, -0.261, 0.000], [0.694, 0.584, 0.206], [0.107, 0.166, 0.384], [0.178, 0.162, -0.024], [0.134, 0.345, -0.321], [-0.236, -0.254, 0.054], [0.288, 0.064, 0.143], [0.200, -0.236, -0.154], [-0.106, 0.109, -0.285], [0.192, 0.215, -0.240], [0.023, 0.278, -0.170], [-0.111, -0.097, 0.116], [-0.193, -0.097, 0.019], [-0.178, -0.061, -0.002], [0.159, 0.077, -0.170], [0.146, -0.048, 0.184], [-0.323, 0.023, 0.326], [-0.054, 0.370, 0.344], [-0.020, 0.171, -0.290], [-0.253, -0.120, 0.276], [0.021, -0.192, 0.446], [0.298, 0.080, -0.113], [-0.006, -0.104, 0.308], [0.012, -0.096, 0.209], [-0.029, -0.240, -0.228], [-0.205, -0.113, -0.351], [0.142, 0.077, -0.190], [-0.080, -0.282, 0.048], [0.326, -0.085, -0.356], [-0.213, 0.140, -0.376], [0.041, 0.233, -0.374], [0.276, 0.101, 0.203], [-0.220, -0.411, -0.026], [-0.143, -0.076, 0.322], [-0.167, -0.221, -0.130], [-0.044, -0.010, -0.024], [-0.036, -0.019, -0.209], [0.018, -0.016, 0.209], [0.161, 0.141, 0.112], [0.044, -0.051, 0.104], [-0.255, -0.091, -0.103], [-0.038, -0.111, 0.082], [-0.002, -0.048, 0.037], [0.019, -0.001, 0.009], [0.000, 0.009, 0.004], [0.075, -0.068, 0.116], [0.008, 0.026, -0.030], [-0.094, -0.060, -0.050], [-0.062, 0.034, -0.099], [0.003, -0.014, -0.090], [-0.006, 0.021, -0.006], [-0.041, 0.009, -0.009], [0.049, 0.069, -0.049], [0.139, 0.074, 0.046], [0.002, 0.031, 0.008], [-0.009, 0.024, 0.003], [0.070, 0.034, -0.063], [-0.046, -0.002, -0.023], [-0.034, -0.007, -0.196], [0.039, 0.068, 0.200], [0.216, 0.086, 0.134], [0.074, -0.043, 0.111], [-0.256, -0.101, -0.109], [-0.042, -0.103, 0.072], [-0.003, -0.047, 0.036], [0.023, -0.004, 0.009], [-0.001, 0.008, 0.005], [0.078, -0.069, 0.115], [0.009, 0.031, -0.032], [-0.130, -0.059, -0.059], [-0.092, 0.049, -0.115], [-0.020, -0.011, -0.079], [-0.013, 0.022, 0.000], [-0.026, 0.008, -0.006], [0.051, 0.077, -0.048], [0.143, 0.073, 0.047], [-0.002, 0.032, 0.008], [-0.007, 0.020, 0.002], [0.074, 0.037, -0.062], [0.051, 0.006, -0.009], [0.108, -0.003, -0.173], [-0.087, 0.029, 0.179], [-0.206, -0.186, 0.127], [-0.133, 0.136, 0.033], [0.289, 0.105, 0.043], [0.011, 0.109, 0.057], [-0.012, 0.054, 0.027], [-0.021, 0.001, 0.000], [-0.002, -0.006, 0.007], [-0.115, 0.081, 0.060], [0.006, -0.033, -0.028], [0.126, 0.072, -0.029], [0.099, -0.046, -0.073], [0.020, -0.001, -0.090], [0.011, -0.014, 0.016], [0.050, -0.020, 0.018], [-0.027, -0.087, -0.059], [-0.170, -0.067, -0.016], [-0.005, -0.027, 0.011], [0.005, -0.018, 0.010], [-0.036, -0.047, -0.076]], "energy_ev": -62308.4139, "spin_multiplicity": 1, "e_homo_ev": -8.10, "homo_lumo_gap_ev": 8.6555, "max_force_ev_per_a": 1.726}